The following is a quantum chemistry calculation of a single C20H18N2O7 molecule at a distorted geometry, from the OMol25 dataset.

Cartesian coordinates (Å):
C 0.3952 4.3698 -0.1624
C -0.6884 3.6739 0.6138
N -0.5681 2.3791 0.8018
O 0.5669 1.6229 0.4091
C 1.0752 0.7165 1.3959
C 2.1138 -0.3259 0.8725
O 2.8714 -0.1557 -0.1285
O 2.1036 -1.5117 1.6268
C 2.2174 -2.6759 0.8075
C 0.9254 -3.0299 0.0406
O -0.1139 -2.3950 0.0915
N 0.5248 -4.2762 -0.2993
C 1.0385 -5.5251 0.0050
O 1.9656 -5.5534 0.7388
C 0.3174 -6.6262 -0.5151
C -1.1119 -6.4997 -0.7689
C -1.7675 -7.6475 -1.2302
C -1.2509 -8.8465 -1.4318
C 0.1639 -8.9191 -1.1847
C 0.9071 -7.8618 -0.7174
C -1.7761 4.4498 1.3162
C -2.6426 3.8482 2.2598
C -3.5402 4.5440 2.9717
C -3.7615 5.9178 2.7260
C -3.0695 6.5303 1.7408
C -2.0989 5.7940 1.0316
O -3.3674 7.8535 1.5176
C -4.2660 8.0926 2.6163
O -4.4361 6.8651 3.4354
H -0.2230 4.9475 -0.8047
H 1.2264 4.9252 0.3410
H 0.9088 3.6634 -0.9113
H 0.2973 0.1891 1.9736
H 1.6887 1.3024 2.1219
H 2.4923 -3.4405 1.4569
H 2.9726 -2.4008 0.0614
H -0.2249 -4.3254 -0.9988
H -1.5903 -5.5435 -0.5945
H -2.8777 -7.5854 -1.5370
H -1.8694 -9.6537 -1.8634
H 0.6278 -9.8161 -1.3735
H 1.9114 -8.0096 -0.4271
H -2.4048 2.9414 2.6033
H -4.1320 4.1149 3.7407
H -1.5458 6.2360 0.2209
H -5.2440 8.4867 2.2716
H -3.8517 8.8778 3.1809

Force components x, y, z for each atom (eV/Å):
0.932 -0.996 -1.466
2.980 -2.603 0.724
-1.893 0.288 2.277
0.657 1.015 -1.270
0.385 0.351 1.156
1.424 0.391 -3.771
-3.139 -0.806 4.179
-1.057 1.634 -1.178
0.259 1.853 -2.011
-3.080 0.324 3.294
1.031 3.720 -0.322
0.671 -3.996 -3.111
-0.170 3.162 -0.072
2.828 -1.341 1.809
-4.111 -1.407 -1.071
2.766 -1.050 0.032
-4.706 3.280 -0.362
3.479 -1.798 -0.374
-2.330 0.455 -0.153
-0.943 -0.063 0.090
-1.720 0.091 -0.230
1.776 2.145 -1.421
-1.998 2.580 0.713
0.803 -0.518 0.324
2.304 -1.525 -2.600
0.613 -0.182 -0.497
-0.768 -1.103 1.362
-1.214 0.009 -0.216
-0.539 1.186 -0.852
0.167 1.553 -0.785
-1.228 -0.261 -0.073
-0.784 0.678 1.480
0.124 0.233 -0.542
-0.463 -0.214 -0.148
0.508 -1.489 0.671
0.227 -0.779 0.112
0.457 0.760 0.783
-0.344 -0.364 -0.064
1.675 0.396 0.827
0.749 0.378 0.469
1.175 -1.993 -0.264
1.058 -0.040 -0.007
0.595 -3.734 0.820
-0.221 -0.603 0.638
0.019 0.583 -0.036
0.312 -0.835 -0.145
0.734 0.633 1.283

relative energy (zero: lowest compared OMol25 entry of this formula, charge and spin): 738.6 kJ/mol
HOMO level: -8.18 eV
Kohn-Sham gap: 8.082 eV
E_LUMO: -0.0971 eV
strongest force on any atom: 5.7 eV/Å
SMILES string: C/C(=N\OCC(=O)OCC(=O)NC(=O)c1ccccc1)c1ccc2c(c1)OCO2

=====

The following is a quantum chemistry calculation of a molecular structure, C41H34BaBrF5N3OSSi, from the OMol25 dataset.

Cartesian coordinates (Å):
Ba -1.0810 0.4377 0.0035
Br -5.9999 2.7475 -5.7479
C -5.0313 2.5178 -4.1247
C -4.5125 3.6404 -3.4669
C -3.8067 3.4845 -2.3057
C -3.5582 2.2024 -1.7237
O -2.8434 2.1021 -0.6739
C -4.1363 1.0773 -2.3981
C -4.0854 -0.2894 -1.9401
N -3.5573 -0.7787 -0.8696
C -3.8095 -2.1423 -0.6211
C -5.0003 -2.7552 -0.9372
C -5.2134 -4.1297 -0.7116
C -4.2505 -4.8991 -0.1308
C -3.0336 -4.3022 0.2752
C -2.0117 -5.0419 0.9129
C -0.8615 -4.4201 1.2962
C -0.7324 -3.0427 1.0361
N -1.6500 -2.3262 0.4395
C -2.8066 -2.9270 0.0447
C -4.8454 1.2701 -3.6002
H -4.6683 4.6265 -3.8860
H -3.3907 4.3412 -1.7905
H -4.5870 -0.9777 -2.6269
H -5.7999 -2.1649 -1.3643
H -6.1577 -4.5687 -1.0074
H -4.3988 -5.9584 0.0378
H -2.1592 -6.1023 1.0811
H -0.0537 -4.9552 1.7751
H 0.1768 -2.5239 1.3286
H -5.2469 0.4029 -4.1113
C -0.0492 1.0880 2.6784
Si 1.6312 1.6779 2.4829
C 1.8329 2.5886 0.8081
N 1.4454 1.8311 -0.3938
C 2.3914 0.7583 -0.7468
C 3.7276 1.2796 -1.2712
C 3.4925 2.1768 -2.4853
C 2.4992 3.2863 -2.1442
C 1.2184 2.6870 -1.5649
C 2.8563 0.2307 2.5741
C 2.4038 -1.0718 2.7888
C 3.2775 -2.1527 2.7952
C 4.6333 -1.9488 2.5825
C 5.1091 -0.6591 2.3809
C 4.2283 0.4132 2.3840
C 2.3877 2.9546 3.6921
C 3.0424 2.5344 4.8540
C 3.5400 3.4382 5.7824
C 3.3966 4.8028 5.5707
C 2.7499 5.2487 4.4274
C 2.2541 4.3336 3.5070
H -0.7764 1.9104 2.7401
H -0.2066 0.4232 3.5325
H 2.8359 3.0341 0.7255
H 1.1451 3.4417 0.8761
H 1.9205 0.1482 -1.5251
H 2.5391 0.1212 0.1249
H 4.3636 0.4308 -1.5339
H 4.2532 1.8352 -0.4880
H 3.0786 1.5677 -3.2967
H 4.4328 2.6002 -2.8474
H 2.2524 3.8714 -3.0338
H 2.9452 3.9765 -1.4210
H 0.7382 2.0724 -2.3364
H 0.5114 3.4722 -1.2845
H 1.3427 -1.2327 2.9471
H 2.8998 -3.1553 2.9611
H 5.3173 -2.7886 2.5751
H 6.1675 -0.4919 2.2196
H 4.6165 1.4162 2.2327
H 3.1706 1.4722 5.0358
H 4.0430 3.0781 6.6724
H 3.7858 5.5122 6.2911
H 2.6306 6.3115 4.2518
H 1.7482 4.7129 2.6255
F -1.9929 -6.3013 -2.5332
C -1.6154 -5.0178 -2.6518
C -0.4329 -4.5809 -2.0833
F 0.3488 -5.4580 -1.4317
C -0.0720 -3.2510 -2.1751
F 1.0656 -2.8890 -1.5605
C -0.8417 -2.2903 -2.8415
S -0.3586 -0.6214 -2.9491
C -2.0148 -2.7852 -3.4186
F -2.8286 -1.9621 -4.0973
C -2.4082 -4.1078 -3.3229
F -3.5606 -4.5173 -3.8749

Force components x, y, z for each atom (eV/Å):
-0.025 0.004 -0.027
0.000 -0.003 0.003
-0.009 0.022 -0.013
-0.006 -0.010 -0.010
-0.004 -0.017 0.017
-0.006 -0.027 -0.032
0.039 0.018 0.080
0.028 0.012 0.006
-0.014 -0.040 -0.008
0.003 -0.072 0.030
0.084 0.018 0.029
0.005 -0.002 0.000
0.003 -0.003 0.006
-0.006 -0.005 0.001
0.015 0.008 -0.007
0.003 0.022 0.007
-0.031 -0.011 -0.015
0.072 0.002 0.050
-0.070 0.038 -0.025
-0.035 0.094 -0.041
0.000 -0.015 0.015
0.000 0.002 0.003
-0.001 0.002 -0.004
-0.008 0.005 -0.001
-0.003 0.000 -0.005
0.000 -0.005 0.001
-0.008 0.001 -0.002
0.001 -0.001 -0.002
-0.001 -0.003 -0.004
-0.009 0.011 0.004
-0.002 0.005 -0.003
-0.020 -0.013 -0.055
0.000 -0.012 0.013
0.003 -0.004 0.001
-0.026 -0.054 0.029
-0.004 0.006 0.027
0.001 0.000 -0.001
0.008 0.001 -0.006
-0.009 -0.001 -0.011
0.013 0.016 -0.017
-0.004 -0.004 0.005
0.006 -0.005 0.004
-0.003 0.004 0.002
0.002 0.000 0.001
0.002 0.004 0.001
-0.001 0.005 0.000
-0.001 0.003 0.000
0.006 -0.004 -0.002
0.000 0.004 0.001
0.001 -0.001 -0.001
0.000 0.003 0.001
0.001 -0.004 0.004
-0.002 -0.002 0.004
0.008 0.004 0.007
0.001 -0.002 0.006
0.001 0.003 -0.002
-0.007 -0.003 0.002
0.012 0.003 0.000
-0.007 -0.008 0.000
0.003 -0.002 -0.001
0.000 0.004 -0.002
0.002 -0.005 0.001
0.001 0.006 0.004
-0.002 -0.002 0.005
-0.002 -0.006 -0.012
-0.002 0.002 -0.008
-0.001 0.000 -0.004
0.006 -0.002 0.000
-0.002 -0.001 0.001
-0.001 0.001 0.000
0.000 0.001 -0.002
0.000 0.001 -0.001
0.000 -0.002 -0.001
-0.001 0.001 0.000
-0.001 0.000 -0.002
-0.001 0.003 0.000
0.003 0.000 -0.007
0.010 -0.023 0.020
-0.031 -0.001 -0.008
0.009 0.000 -0.007
-0.041 0.000 -0.018
0.018 0.005 -0.001
0.078 0.020 0.045
-0.034 0.003 -0.054
-0.018 0.029 -0.001
0.011 -0.016 -0.013
-0.010 -0.023 0.009
0.007 0.016 -0.011

relative energy (zero: lowest compared OMol25 entry of this formula, charge and spin): 0.0 kJ/mol
total charge: -1
HOMO level: -4.48 eV
Kohn-Sham gap: 6.294 eV
E_LUMO: 1.8174 eV
strongest force on any atom: 0.1 eV/Å

=====

The following is a quantum chemistry calculation of 4 unconnected molecules or ions with the total composition C4H12N4O8 at a distorted geometry, from the OMol25 dataset.

Cartesian coordinates (Å):
C 5.5738 -9.2863 9.1824
N 5.3394 -8.5225 7.9814
O 4.2304 -8.2768 7.6240
O 6.2965 -8.1268 7.3416
H 5.6456 -8.5506 9.9466
H 6.5362 -9.7419 9.0760
H 4.6998 -9.9402 9.3831
C 8.5945 -5.9466 2.7951
N 8.0529 -6.8155 3.8696
O 6.9379 -6.5965 4.2421
O 8.7948 -7.6535 4.3251
H 9.0349 -6.6090 2.0146
H 9.2866 -5.1913 3.2281
H 7.7151 -5.5101 2.3570
C 10.0157 -8.8842 7.2301
N 10.1460 -9.2372 8.6144
O 11.2808 -9.5961 8.9136
O 9.1983 -9.1395 9.3703
H 9.6995 -9.7626 6.7156
H 10.9387 -8.5034 6.8978
H 9.2353 -8.1361 7.1207
C 3.7362 -6.4097 4.4797
N 3.7106 -5.9145 3.1034
O 4.7423 -5.6783 2.5174
O 2.5998 -5.8174 2.6118
H 2.7585 -6.3615 4.8136
H 4.3637 -5.7389 5.0638
H 4.2416 -7.3695 4.4954

Force components x, y, z for each atom (eV/Å):
-0.746 -0.787 0.583
1.161 0.718 -1.855
-2.396 0.004 0.176
0.898 -0.208 0.427
0.033 0.545 0.859
0.304 -0.556 0.042
0.811 0.330 -0.272
0.160 -0.240 -0.936
0.889 0.409 -0.068
-0.950 0.037 0.410
0.454 -0.649 0.268
0.135 0.577 0.895
-0.455 -0.785 -0.347
-0.165 0.594 -0.093
-1.781 0.970 -0.664
1.347 -0.086 1.133
-0.818 -0.090 0.605
0.217 -0.253 -0.133
-0.037 -0.627 -0.544
1.046 0.143 -0.474
-0.107 -0.063 0.050
2.331 0.472 0.210
-0.603 -0.162 -0.789
0.215 0.103 0.050
0.060 0.185 -0.178
-1.760 -0.435 0.741
0.058 0.036 -0.075
-0.301 -0.182 -0.020

relative energy (zero: lowest compared OMol25 entry of this formula, charge and spin): 63.4 kJ/mol
HOMO level: -10.80 eV
Kohn-Sham gap: 10.878 eV
E_LUMO: 0.0804 eV
strongest force on any atom: 2.4 eV/Å
SMILES string: C[N+](=O)[O-].C[N+](=O)[O-].C[N+](=O)[O-].C[N+](=O)[O-]